(P)
This record from OMol25 describes a single C4H4N2O molecule. The level of theory is wB97M-V/def2-TZVPD.

Geometry as ORCA input:
```
! wB97M-V def2-TZVPD RIJCOSX def2/J DEFGRID3
* xyz 0 1
N 2.40664 0.25106 0.02117
C 1.16608 0.02423 0.01280
C 0.47165 -1.29308 0.02791
N -0.80606 -1.38289 0.01171
C -1.59908 -0.24496 -0.01896
C -1.08960 0.99156 -0.03020
O 0.25526 1.17493 -0.01431
H 2.57628 1.26129 0.01547
H 1.01992 -2.24647 0.05536
H -2.66580 -0.41658 -0.02963
H -1.73528 1.88092 -0.05133
*
```

Summary:
- LUMO energy (eV) = -0.03
- Kohn-Sham gap (Ha) = 0.330
- M (g mol⁻¹) = 96.1

***

(Q)
This record from OMol25 describes 2 unconnected molecules or ions with the total composition C4H4N2O. The level of theory is wB97M-V/def2-TZVPD.

Geometry as ORCA input:
```
! wB97M-V def2-TZVPD RIJCOSX def2/J DEFGRID3
* xyz 0 1
C -0.26696 3.13723 -1.47825
C 0.28637 -2.13345 -1.23694
C -0.25428 -0.46711 0.46874
C 0.46681 -0.79998 -0.73949
N -0.40791 1.99758 -1.44357
N 0.06222 -3.19840 -1.59052
O 1.09211 -0.73731 0.48857
H -0.78631 0.43735 0.78089
H -0.75229 -1.41006 0.97374
H 0.63864 0.01761 -1.43820
H -0.24850 4.22215 -1.63188
*
```

Summary:
- LUMO energy (eV) = 0.67
- Kohn-Sham gap (Ha) = 0.419
- M (g mol⁻¹) = 96.1

***

(R)
This record from OMol25 describes 2 unconnected molecules or ions with the total composition C4H4N2O. The level of theory is wB97M-V/def2-TZVPD.

Geometry as ORCA input:
```
! wB97M-V def2-TZVPD RIJCOSX def2/J DEFGRID3
* xyz 0 1
O -2.21241 0.87881 0.72521
C -1.17834 0.48211 0.26020
C 0.01666 -0.06254 0.82056
C 1.12773 -0.50732 0.44712
N 1.30080 -0.47512 -0.90532
C 0.23890 0.02696 -1.62985
N -0.86762 0.45810 -1.14210
H -0.26344 0.28086 2.79219
H -0.68233 -0.33318 2.70762
H 2.13942 -0.79268 -1.36793
H 0.38064 0.04399 -2.70768
*
```

Summary:
- LUMO energy (eV) = -0.36
- Kohn-Sham gap (Ha) = 0.354
- M (g mol⁻¹) = 96.1

***

(S)
This record from OMol25 describes 2 unconnected molecules or ions with the total composition C4H4N2O. The level of theory is wB97M-V/def2-TZVPD.

Geometry as ORCA input:
```
! wB97M-V def2-TZVPD RIJCOSX def2/J DEFGRID3
* xyz 0 1
C -0.86470 1.46778 -0.21754
C -1.73909 -2.11860 -0.93769
C -2.47455 -0.10848 0.00432
C 0.19851 1.96446 0.29927
N -1.35342 0.28011 0.16723
N -0.94688 -2.24189 -0.09418
O -3.57205 -0.39164 0.04573
H -1.48745 2.07828 -0.86559
H 0.52489 2.96111 -0.08217
H 0.86170 1.44430 0.89587
H -0.23948 -2.53700 0.58172
*
```

Summary:
- LUMO energy (eV) = 0.89
- Kohn-Sham gap (Ha) = 0.367
- M (g mol⁻¹) = 96.1

***

Energy above the most stable structure, in kJ/mol: (P) 0.0; (Q) 167.7; (R) 316.3; (S) 160.5

***

(P)
This record from OMol25 describes 2 unconnected molecules or ions with the total composition C4H4N2O. The level of theory is wB97M-V/def2-TZVPD.

Geometry as ORCA input:
```
! wB97M-V def2-TZVPD RIJCOSX def2/J DEFGRID3
* xyz 0 1
N -2.00292 0.63765 1.59634
C -0.87656 0.67840 1.31126
C 0.49730 0.81589 1.01815
O 1.16943 0.00795 0.25310
C 0.83372 -1.02621 -0.45915
C -0.45025 -1.61250 -0.45350
N -1.47573 -2.15878 -0.49077
H 1.09840 1.59800 1.45611
H -0.25156 1.54809 -1.37592
H -0.19621 0.96721 -1.84228
H 1.65437 -1.45571 -1.01335
*
```

Summary:
- LUMO energy (alpha / beta) (eV) = -1.28 / -1.28
- Kohn-Sham gap (alpha / beta) (Ha) = 0.288 / 0.288
- M (g mol⁻¹) = 96.1

***

(Q)
This record from OMol25 describes a molecular structure, C4H4N2O. The level of theory is wB97M-V/def2-TZVPD.

Geometry as ORCA input:
```
! wB97M-V def2-TZVPD RIJCOSX def2/J DEFGRID3
* xyz 0 1
C 3.06043 -0.88893 -0.85245
C -1.97697 0.48328 0.70048
C -0.88310 -0.49667 0.86155
C -0.15514 0.25967 -0.03071
N 2.44837 -0.04052 -0.40981
N -1.08947 1.36033 0.03183
O -3.15530 0.56107 0.78034
H 3.25554 -1.90129 -1.16734
H -0.85796 -1.47336 1.44692
H 0.67495 0.05339 -0.63129
H -1.32134 2.08305 -0.72951
*
```

Summary:
- LUMO energy (eV) = 0.59
- Kohn-Sham gap (Ha) = 0.331
- M (g mol⁻¹) = 96.1

***

(R)
This record from OMol25 describes a single C4H4N2O molecule. The level of theory is wB97M-V/def2-TZVPD.

Geometry as ORCA input:
```
! wB97M-V def2-TZVPD RIJCOSX def2/J DEFGRID3
* xyz 0 1
C 0.17486 0.84528 -0.34225
C -1.35796 0.65186 -0.27110
C 0.73045 -0.95751 0.86017
C 0.81676 -0.42256 -0.53485
H 0.75221 1.48389 0.52170
H -2.07334 1.11175 -1.10650
H 1.67060 -1.17558 1.73680
H 0.13033 -0.97802 -1.15634
N -1.66345 -0.46717 0.39374
N -0.49444 -0.92499 1.18528
O 1.31398 0.83305 -1.28666
*
```

Summary:
- LUMO energy (eV) = -0.18
- Kohn-Sham gap (Ha) = 0.356
- M (g mol⁻¹) = 96.1

***

Energy above the most stable structure, in kJ/mol: (P) 123.5; (Q) 0.0; (R) 395.7

***

(P)
This record from OMol25 describes 2 unconnected molecules or ions with the total composition C5H8N3O. The level of theory is wB97M-V/def2-TZVPD.

Geometry as ORCA input:
```
! wB97M-V def2-TZVPD RIJCOSX def2/J DEFGRID3
* xyz 1 1
C -0.69718 1.53601 -2.30687
C -0.16857 1.64904 -1.06896
C 1.84134 2.50299 -0.07156
C -2.11765 -3.65260 1.02012
C 0.41373 2.06475 -0.02316
N -0.74450 0.17216 -2.73010
N -0.05932 -1.35427 -1.13895
N -0.49788 -0.64160 -1.93249
O -1.82114 -3.10992 0.00720
H -1.32603 2.32420 -2.75603
H 2.38826 2.06933 0.66784
H 2.38091 2.35821 -1.04933
H 1.59556 3.52925 0.01371
H -3.05894 -3.78636 1.54831
H -1.34769 -4.26200 1.50437
H -0.56999 -2.06315 -0.74824
H -0.09887 2.21810 0.94278
*
```

Summary:
- LUMO energy (eV) = -5.09
- Kohn-Sham gap (Ha) = 0.328
- M (g mol⁻¹) = 126.1

***

(Q)
This record from OMol25 describes a gas-phase ion, C5H8N3O (charge +1). The level of theory is wB97M-V/def2-TZVPD.

Geometry as ORCA input:
```
! wB97M-V def2-TZVPD RIJCOSX def2/J DEFGRID3
* xyz 1 1
C -0.85133 -1.15767 0.68820
C -0.98280 -0.09302 1.48467
C 0.02806 -1.22766 -0.43398
C 0.72632 -0.17269 -0.97636
C 0.01929 1.55758 0.34077
N -0.60200 1.26846 1.46943
N 0.11384 -2.48387 -1.10454
N 0.14823 2.64318 -0.33453
O 1.91595 0.08592 -1.48910
H -1.25962 -2.11721 1.02604
H -1.48204 -0.26740 2.37971
H -1.04012 1.97343 2.09173
H -0.52023 -3.21209 -0.92526
H 0.65933 -2.35685 -1.94722
H 0.57658 2.46592 -1.28458
H 0.00608 3.51123 0.02196
H 2.54448 -0.41726 -1.00695
*
```

Summary:
- LUMO energy (eV) = -3.74
- Kohn-Sham gap (Ha) = 0.312
- M (g mol⁻¹) = 126.1

***

(R)
This record from OMol25 describes a gas-phase ion, C5H8N3O (charge +1). The level of theory is wB97M-V/def2-TZVPD.

Geometry as ORCA input:
```
! wB97M-V def2-TZVPD RIJCOSX def2/J DEFGRID3
* xyz 1 1
C 0.52107 -1.77003 -0.29507
C -1.12778 0.23688 -0.09862
C -0.56942 -1.02534 0.50034
C 2.13737 0.03349 0.05547
C 1.04286 1.32808 0.47659
N 1.70873 -1.29518 -0.44244
N -0.33574 1.29228 0.06377
N -2.23682 0.35802 -0.84690
O 1.86899 1.12698 -0.67888
H 0.33961 -2.78059 -0.56239
H -1.22248 -1.87665 0.69703
H -0.18952 -0.70605 1.49885
H 2.98060 0.01902 0.71223
H 1.22347 1.96185 1.29805
H -0.57805 2.17481 -0.28442
H -3.01124 -0.31721 -0.91186
H -2.55165 1.23963 -1.18175
*
```

Summary:
- LUMO energy (eV) = -3.94
- Kohn-Sham gap (Ha) = 0.349
- M (g mol⁻¹) = 126.1

***

Energy above the most stable structure, in kJ/mol: (P) 407.5; (Q) 109.8; (R) 0.0

***

(P)
This record from OMol25 describes 7 unconnected molecules or ions with the total composition C8H30O8. The level of theory is wB97M-V/def2-TZVPD.

Geometry as ORCA input:
```
! wB97M-V def2-TZVPD RIJCOSX def2/J DEFGRID3
* xyz 0 1
C 0.62553 -1.71634 -2.93701
C -0.23255 -0.60891 -2.37464
O -1.54315 -1.01054 -2.08718
O 0.62145 -2.92400 -2.12606
H 1.67323 -1.43460 -3.04700
H 0.28087 -1.99901 -3.94060
H -0.33830 0.13283 -3.17157
H 0.24632 -0.11906 -1.51728
H -1.53732 -1.50175 -1.25377
H -0.14736 -2.87383 -1.54615
C 4.02024 0.22996 -1.98169
O 2.82090 1.01711 -2.16928
H 4.01456 -0.52797 -2.76373
H 4.91510 0.83432 -2.15715
H 4.04287 -0.24761 -1.00386
H 2.75382 1.58914 -1.39918
C -2.46666 3.82997 2.32177
O -1.26557 3.15941 1.96824
H -3.24518 3.11019 2.53403
H -2.29765 4.53425 3.14146
H -2.80126 4.47543 1.49469
H -0.54960 3.75199 2.21174
C 0.95135 0.13799 0.83193
O -0.39773 0.60640 0.89412
H 1.57470 0.72549 0.15459
H 1.44636 0.06771 1.80429
H 0.91323 -0.89243 0.47022
H -0.39580 1.39573 1.45474
C -1.48406 3.38589 -1.31842
O -1.81983 2.01868 -1.41438
H -1.86223 3.94322 -2.17450
H -1.87082 3.84157 -0.39505
H -0.39504 3.56399 -1.32608
H -1.22165 1.51569 -0.85325
C 1.16768 -2.69116 3.01000
O 2.36525 -3.35978 2.58805
H 0.73932 -3.21137 3.86694
H 1.41305 -1.65677 3.23151
H 0.45439 -2.63897 2.17827
H 2.14820 -4.10313 2.02140
C -2.44884 -2.67943 1.22492
O -1.48550 -2.00769 0.44259
H -2.03802 -2.98192 2.19022
H -3.29427 -2.01465 1.44947
H -2.82519 -3.49603 0.62098
H -1.22484 -1.17006 0.85169
*
```

Summary:
- LUMO energy (eV) = 0.14
- Kohn-Sham gap (Ha) = 0.350
- M (g mol⁻¹) = 254.3

***

(Q)
This record from OMol25 describes 9 unconnected molecules or ions with the total composition C8H30O8. The level of theory is wB97M-V/def2-TZVPD.

Geometry as ORCA input:
```
! wB97M-V def2-TZVPD RIJCOSX def2/J DEFGRID3
* xyz 0 1
C -1.43925 -3.65825 -1.28240
C -2.46053 -2.60811 -0.84394
C -2.40774 -2.37055 0.66744
C -1.18693 -1.60280 1.07018
C -0.28385 -2.05196 1.96001
C -1.82827 0.75692 0.80039
C -1.05965 -0.26673 0.44218
C 0.00557 -0.16437 -0.59112
H -1.47148 -3.80194 -2.39941
H -1.65155 -4.62778 -0.82973
H -0.36568 -3.35908 -1.02680
H -2.31234 -1.63485 -1.36247
H -3.48135 -2.94191 -1.14368
H -3.33109 -1.85150 1.02160
H -2.33931 -3.37709 1.20801
H 0.59356 -1.49840 2.29921
H -0.40163 -3.00305 2.43144
H -2.60493 0.67235 1.48473
H -1.77915 1.76141 0.37412
H 0.96023 0.17928 -0.13190
H -0.21982 0.54229 -1.41555
H 0.21705 -1.13673 -1.10437
H 1.66645 0.13531 -2.89426
H 2.16225 1.58437 -2.65901
O 1.58688 1.07910 -3.20805
H 0.09423 3.10954 -1.18417
H 0.56554 4.41155 -0.43554
O 0.62408 3.45016 -0.45904
H 2.15559 2.88900 -1.00362
H 3.24987 1.82141 -0.58683
O 2.93062 2.44124 -1.35337
H 3.06503 0.02941 0.59154
H 2.56891 1.27292 1.30208
O 3.28005 0.89297 0.81435
H 3.19811 -2.21322 0.20143
H 1.80067 -1.98176 0.76979
O 2.46061 -1.60257 0.18541
H -3.07266 -1.75958 3.93537
H -2.07047 -0.78463 3.41215
O -2.97838 -0.92934 3.53046
H 0.22499 2.00910 -2.98365
H -1.34189 1.98643 -2.72848
O -0.57195 2.58794 -2.69285
H 0.88988 2.56986 0.97699
H 0.21972 1.48549 1.91154
O 1.01500 1.99385 1.76222
*
```

Summary:
- LUMO energy (eV) = 0.28
- Kohn-Sham gap (Ha) = 0.368
- M (g mol⁻¹) = 254.3

***

Energy above the most stable structure, in kJ/mol: (P) 316.0; (Q) 0.0

***

(P)
This record from OMol25 describes a single C6H7N3O molecule. The level of theory is wB97M-V/def2-TZVPD.

Geometry as ORCA input:
```
! wB97M-V def2-TZVPD RIJCOSX def2/J DEFGRID3
* xyz 0 1
C 3.16374 -0.07913 0.11120
C 1.65120 -0.46302 0.01695
C 0.67341 0.63785 -0.08002
C 1.03826 1.90685 -0.06200
C -1.19818 -1.04331 -0.06936
C -2.81248 0.27187 0.08110
H 3.66470 -1.01636 0.19551
H 3.51987 0.35939 -0.77978
H 3.36825 0.58862 0.94809
H 0.33295 2.76578 -0.12566
H 2.13216 2.16435 -0.17636
H -0.64115 -1.94036 -0.14517
H -3.81112 0.64425 0.10933
N -0.70873 0.25161 0.00414
N -2.49999 -1.03663 0.00694
N -1.76862 1.10063 0.03854
O 1.39750 -1.64519 -0.04507
*
```

Summary:
- LUMO energy (eV) = -0.36
- Kohn-Sham gap (Ha) = 0.342
- M (g mol⁻¹) = 137.1

***

(Q)
This record from OMol25 describes a molecular structure, C6H7N3O. The level of theory is wB97M-V/def2-TZVPD.

Geometry as ORCA input:
```
! wB97M-V def2-TZVPD RIJCOSX def2/J DEFGRID3
* xyz 0 1
C 2.43917 0.81684 -0.55106
C 0.61967 -0.65676 -1.17823
C 0.02260 1.15684 0.46206
C 1.46433 -0.10356 -0.08634
C 1.90152 -1.01399 1.04308
C -2.15400 1.45585 -0.62040
N 3.20540 1.58397 -0.92506
N -0.52173 -0.13448 -1.38419
N -0.82976 0.87909 -0.51864
O 0.04724 1.89636 1.38657
H 0.91393 -1.48109 -1.80963
H 1.04305 -1.33380 1.63327
H 2.60150 -0.49498 1.69534
H 2.38899 -1.90079 0.63591
H -2.10048 2.52505 -0.42674
H -2.50763 1.26703 -1.63215
H -2.83604 0.99263 0.09827
*
```

Summary:
- LUMO energy (eV) = 0.46
- Kohn-Sham gap (Ha) = 0.366
- M (g mol⁻¹) = 137.1

***

(R)
This record from OMol25 describes a single C6H7N3O molecule. The level of theory is wB97M-V/def2-TZVPD.

Geometry as ORCA input:
```
! wB97M-V def2-TZVPD RIJCOSX def2/J DEFGRID3
* xyz 0 1
C -2.62798 0.95967 0.25971
C -0.90296 -0.53588 -0.52896
C -0.13120 -1.18272 0.68104
C -1.74678 -1.62952 -0.90826
C 0.06595 -0.17221 -1.71686
C 0.92814 -0.35685 1.32929
N -1.48910 0.66696 0.00331
N -0.45769 -2.32608 1.00983
N -3.64860 1.57879 0.12823
O -1.84215 -2.57768 -0.21360
H -0.03358 -1.06874 -2.48591
H -0.24021 0.74696 -2.12793
H 1.09244 -0.20982 -1.39439
H 1.59063 -0.98953 1.88000
H 1.47976 0.18926 0.65700
H 0.58435 0.41579 2.07707
H -4.52210 1.67399 0.61436
*
```

Summary:
- LUMO energy (alpha / beta) (eV) = 0.20 / 0.19
- Kohn-Sham gap (alpha / beta) (Ha) = 0.314 / 0.314
- M (g mol⁻¹) = 137.1

***

(S)
This record from OMol25 describes a single C6H7N3O molecule. The level of theory is wB97M-V/def2-TZVPD.

Geometry as ORCA input:
```
! wB97M-V def2-TZVPD RIJCOSX def2/J DEFGRID3
* xyz 0 1
C 0.47856 -1.82925 -1.16893
C -0.26394 -2.63080 -1.96809
C -0.41582 -0.75704 -0.71558
C 0.28453 0.65788 -1.17341
C 0.29751 1.51776 0.07013
C -1.00680 0.99237 0.72879
N -1.60315 -2.30098 -1.83621
N -1.76709 -1.21554 -1.24094
N -0.62354 -0.44854 0.73234
O 0.55008 0.84056 -2.32968
H 1.57706 -1.78521 -1.02362
H 0.07946 -3.50460 -2.59982
H 1.12990 1.26342 0.61416
H 0.23263 2.54490 -0.16657
H -1.23834 1.21844 1.86438
H -1.90126 1.08829 0.22812
H 0.24561 -0.70016 1.17387
*
```

Summary:
- LUMO energy (eV) = -0.13
- Kohn-Sham gap (Ha) = 0.326
- M (g mol⁻¹) = 137.1

***

Energy above the most stable structure, in kJ/mol: (P) 0.0; (Q) 80.4; (R) 388.9; (S) 212.1